DFT (wB97M-V/def2-TZVPD) results for the ion C4H7ClN with charge +1 at a distorted geometry.

Output
- 2S+1 = 1
- frontier orbital gap (eV) = 10.0
- total charge = +1

Positions of all 13 atoms, in Å:
C (0.715187, 1.223179, -0.002772)
C (1.592761, 0.252892, -0.034289)
C (-0.750417, 0.905944, -0.092399)
C (0.078393, -1.401405, -0.204972)
N (-0.962351, -0.524036, 0.307353)
Cl (3.160772, -0.160422, 0.033558)
H (0.967450, 2.273050, 0.053011)
H (-1.328520, 1.570130, 0.552412)
H (-1.089782, 1.041259, -1.123391)
H (0.037970, -1.603745, -1.259556)
H (0.415367, -2.182480, 0.445867)
H (-0.937073, -0.584043, 1.331276)
H (-1.899755, -0.810328, -0.006099)

Atomic forces in eV per Å
0.2 0.1 0.1
-3.6 -2.9 -0.2
0.3 0.7 -0.3
3.3 2.7 0.0
-0.4 -0.2 0.3
0.8 0.2 0.0
0.2 0.1 0.0
-0.1 -0.2 0.0
-0.1 -0.2 0.1
-0.3 0.0 -0.2
-0.2 -0.3 0.3
-0.1 0.1 -0.2
0.1 0.0 0.2

Löwdin analysis output, partial charges in e: atom 1 (C): -0.14, atom 2 (C): -0.59, atom 3 (C): -0.12, atom 4 (C): 0.04, atom 5 (N): -0.01, atom 6 (Cl): 0.82, atom 7 (H): 0.13, atom 8 (H): 0.14, atom 9 (H): 0.14, atom 10 (H): 0.10, atom 11 (H): 0.09, atom 12 (H): 0.19, atom 13 (H): 0.19

DFT (wB97M-V/def2-TZVPD) results for a structure of composition C45H62BN8O2TeTi at a distorted geometry.

Output
- 2S+1 = 2
- frontier orbital gap (spin up / spin down) (eV) = 4.3 / 5.1
- <S²> = 0.76
- total charge = -2

Positions of all 120 atoms, in Å:
Ti (1.292004, 0.512101, 1.073806)
C (-2.358013, 1.333637, 4.883290)
C (-1.333301, 0.207867, 4.727383)
C (-1.566771, -0.874455, 5.781893)
C (0.061658, 0.755349, 4.799078)
C (0.726088, 1.220213, 5.955184)
C (1.949557, 1.649043, 5.499636)
N (1.997878, 1.435429, 4.172532)
N (0.839839, 0.890279, 3.731344)
B (3.005292, 2.050353, 3.198314)
N (2.268492, 3.096467, 2.305305)
C (2.633855, 4.381609, 2.224202)
C (1.665107, 5.065314, 1.527062)
C (0.702363, 4.092994, 1.208288)
N (1.074029, 2.900272, 1.675856)
C (-0.577819, 4.408053, 0.476792)
C (-1.817167, 4.302992, 1.371800)
C (-0.761105, 3.609205, -0.808026)
N (3.769539, 0.968199, 2.395105)
C (5.049411, 1.092134, 2.033437)
C (5.403832, -0.023247, 1.301290)
C (4.229451, -0.782130, 1.228341)
N (3.240881, -0.178777, 1.892747)
C (4.016252, -2.089860, 0.518445)
C (5.348757, -2.777285, 0.222509)
C (3.217996, -1.906895, -0.774784)
H (-3.373960, 0.930046, 4.872873)
H (-2.205890, 1.867709, 5.826600)
H (-2.271655, 2.043037, 4.060858)
H (-1.458340, -0.216343, 3.732915)
H (-1.535800, -0.452221, 6.791546)
H (-2.547877, -1.334188, 5.639162)
H (-0.812557, -1.659556, 5.720169)
H (0.361469, 1.226441, 6.969294)
H (2.785505, 2.095824, 6.012837)
H (3.833797, 2.664028, 3.829094)
H (3.554611, 4.714184, 2.674134)
H (1.637623, 6.113419, 1.279087)
H (-0.470305, 5.465052, 0.204444)
H (-2.098864, 3.263433, 1.534730)
H (-1.649122, 4.781549, 2.339763)
H (-2.663589, 4.797093, 0.886464)
H (-0.935669, 2.557677, -0.587321)
H (-1.621957, 3.987531, -1.367370)
H (0.123812, 3.669491, -1.443064)
H (5.619237, 1.958856, 2.325641)
H (6.364709, -0.247462, 0.870998)
H (3.439092, -2.736971, 1.185885)
H (5.912570, -2.214065, -0.526193)
H (5.968721, -2.871648, 1.117395)
H (5.170499, -3.775992, -0.182019)
H (3.787592, -1.299836, -1.485835)
H (3.006244, -2.876158, -1.234948)
H (2.264404, -1.410510, -0.585318)
C (-7.410695, -0.770394, -4.237826)
C (-6.016323, -0.774533, -3.665870)
C (-4.901405, -0.628678, -4.476965)
C (-3.606688, -0.630940, -3.957375)
C (-2.481219, -0.403996, -4.941493)
C (-3.380963, -0.795614, -2.579754)
Te (-1.404223, -0.195668, -1.630402)
N (0.786332, 0.704203, -0.876354)
C (1.873105, 1.320591, -1.188901)
O (2.774432, 1.563481, -0.282587)
C (2.207516, 1.795826, -2.583824)
C (3.525319, 2.091651, -2.918716)
C (3.853635, 2.474791, -4.212606)
C (2.861082, 2.586882, -5.178910)
C (1.539107, 2.320173, -4.841740)
C (1.214363, 1.925375, -3.551732)
C (-0.404752, -1.793891, -2.619731)
C (0.856984, -1.558135, -3.164605)
C (1.563739, -2.542131, -3.836320)
C (1.016138, -3.810195, -3.968561)
C (-0.215776, -4.070195, -3.391102)
C (-0.935193, -3.092999, -2.700481)
C (-2.222028, -3.511761, -2.040932)
C (-4.516907, -0.948974, -1.761102)
C (-4.415724, -1.166648, -0.267507)
C (-5.800238, -0.934310, -2.304876)
H (-7.400177, -0.477933, -5.289352)
H (-8.059008, -0.073444, -3.701235)
H (-7.873408, -1.759374, -4.173210)
H (-5.038645, -0.496192, -5.548533)
H (-2.684999, -0.919768, -5.884135)
H (-1.524420, -0.746027, -4.560853)
H (-2.380658, 0.663672, -5.161818)
H (4.273064, 2.004969, -2.140174)
H (4.885934, 2.685995, -4.470441)
H (3.116060, 2.879431, -6.191683)
H (0.758843, 2.408418, -5.589417)
H (0.190069, 1.695754, -3.274507)
H (1.293823, -0.578371, -3.052012)
H (2.540482, -2.313543, -4.247463)
H (1.550360, -4.594896, -4.492727)
H (-0.632473, -5.071574, -3.448771)
H (-2.168021, -4.566633, -1.761730)
H (-3.079621, -3.367249, -2.701452)
H (-2.411024, -2.915618, -1.147417)
H (-3.404829, -1.015093, 0.102881)
H (-4.723343, -2.185207, -0.009129)
H (-5.070889, -0.478698, 0.272298)
H (-6.655153, -1.051137, -1.641148)
O (-1.688353, 0.949425, 1.655004)
H (-1.041924, 0.165016, 1.536288)
H (-1.088577, 1.614149, 2.020134)
C (0.700596, -2.562149, 3.082361)
C (-0.061691, -2.283711, 1.771465)
C (0.328827, -3.392745, 0.771410)
C (-1.588002, -2.445091, 2.041869)
N (0.273441, -0.992861, 1.245891)
H (0.560010, -3.598941, 3.419208)
H (0.360573, -1.889445, 3.870236)
H (1.765388, -2.373385, 2.928236)
H (-0.047295, -4.374657, 1.090386)
H (1.415260, -3.456197, 0.676824)
H (-0.081161, -3.158759, -0.212680)
H (-1.778392, -3.052086, 2.935661)
H (-2.085797, -2.932503, 1.198309)
H (-2.066926, -1.476696, 2.179027)

Atomic forces in eV per Å
-1.9 -1.7 0.2
0.0 0.0 0.0
0.0 0.0 0.0
0.0 0.0 0.0
0.0 -0.1 0.0
0.0 0.0 0.0
0.0 0.0 0.0
-0.1 0.2 0.0
0.3 0.2 0.0
0.0 -0.1 0.0
-0.1 0.0 0.2
0.0 0.0 0.0
0.0 0.0 0.0
0.0 0.0 -0.1
0.4 0.2 0.1
0.0 0.0 0.0
0.0 0.0 0.0
0.0 0.0 0.0
0.1 0.2 0.0
0.0 -0.2 0.0
0.0 0.0 0.0
-0.1 -0.2 0.0
0.4 0.5 0.1
0.0 0.0 -0.1
0.0 0.0 0.0
0.0 0.0 0.0
0.0 0.0 0.0
0.0 0.0 0.0
0.0 0.0 0.0
0.0 0.0 0.0
0.0 0.0 0.0
0.0 0.0 0.0
0.0 0.0 0.0
0.0 0.0 0.0
0.0 0.0 0.0
0.0 0.0 0.0
0.0 0.0 0.0
0.0 0.0 0.0
0.0 0.0 0.0
0.0 0.0 0.0
0.0 0.0 0.0
0.0 0.0 0.0
0.0 0.0 0.0
0.0 0.0 0.0
0.0 0.0 0.0
0.0 0.0 0.0
0.0 0.0 0.0
0.0 0.1 0.0
0.0 0.0 0.0
0.0 0.0 0.0
0.0 0.0 0.0
0.0 0.0 0.0
0.0 0.0 0.0
0.0 0.0 0.0
0.0 0.0 0.0
0.0 0.0 0.0
0.0 -0.1 0.0
0.1 0.0 0.0
0.0 0.0 0.0
0.0 0.4 0.1
-0.4 -0.1 -0.5
0.0 0.2 -1.0
0.0 0.1 0.2
0.3 0.1 -0.1
0.0 0.0 0.0
0.0 0.0 0.0
0.0 0.0 0.0
0.0 0.0 0.0
0.0 0.0 0.0
0.0 0.0 0.0
0.1 -0.1 0.2
0.0 0.1 -0.1
0.0 0.0 0.0
0.0 0.0 0.0
0.0 0.0 0.0
0.0 0.0 0.0
0.0 0.0 0.0
0.0 -0.1 0.1
0.0 0.1 0.0
0.0 0.0 -0.1
0.0 0.0 0.0
0.0 0.0 0.0
0.0 0.0 0.0
0.0 0.0 0.0
0.0 0.0 0.0
0.0 0.0 0.0
0.0 0.0 0.0
0.0 0.0 0.0
0.0 0.0 0.0
0.0 0.0 0.0
0.0 0.0 0.0
0.0 0.0 0.0
0.0 0.0 0.0
0.0 0.0 0.0
0.0 0.0 0.0
0.0 0.0 0.0
0.0 0.0 0.0
0.0 0.0 0.0
0.0 -0.1 0.0
0.0 0.0 0.0
0.0 0.0 0.0
0.0 0.0 0.0
0.0 0.0 0.0
0.1 -0.1 0.0
-0.1 0.2 -0.2
0.0 0.0 0.1
0.0 0.0 0.0
-0.1 -0.1 -0.2
0.0 0.0 0.0
0.0 0.0 0.0
0.7 0.4 0.9
0.0 0.0 0.0
0.0 0.0 0.0
0.0 0.0 0.0
0.0 0.0 0.0
0.0 0.0 0.0
0.0 0.0 0.1
0.0 -0.1 0.0
0.0 0.1 0.0
0.0 0.0 0.1

Results of the Löwdin charge analysis, in e, for atoms 1 through 99: atom 1 (Ti): 0.82, atom 2 (C): -0.06, atom 3 (C): -0.37, atom 4 (C): -0.08, atom 5 (C): -0.28, atom 6 (C): -0.03, atom 7 (C): -0.09, atom 8 (N): -0.03, atom 9 (N): 0.13, atom 10 (B): -0.53, atom 11 (N): -0.02, atom 12 (C): -0.09, atom 13 (C): -0.03, atom 14 (C): -0.27, atom 15 (N): 0.10, atom 16 (C): -0.36, atom 17 (C): -0.06, atom 18 (C): -0.07, atom 19 (N): -0.03, atom 20 (C): -0.08, atom 21 (C): -0.02, atom 22 (C): -0.27, atom 23 (N): 0.05, atom 24 (C): -0.35, atom 25 (C): -0.09, atom 26 (C): -0.07, atom 27 (H): 0.07, atom 28 (H): 0.07, atom 29 (H): 0.06, atom 30 (H): 0.09, atom 31 (H): 0.07, atom 32 (H): 0.07, atom 33 (H): 0.07, atom 34 (H): 0.09, atom 35 (H): 0.11, atom 36 (H): 0.11, atom 37 (H): 0.11, atom 38 (H): 0.09, atom 39 (H): 0.12, atom 40 (H): 0.05, atom 41 (H): 0.08, atom 42 (H): 0.07, atom 43 (H): 0.02, atom 44 (H): 0.08, atom 45 (H): 0.08, atom 46 (H): 0.11, atom 47 (H): 0.09, atom 48 (H): 0.12, atom 49 (H): 0.07, atom 50 (H): 0.07, atom 51 (H): 0.07, atom 52 (H): 0.09, atom 53 (H): 0.08, atom 54 (H): 0.04, atom 55 (C): -0.08, atom 56 (C): -0.30, atom 57 (C): -0.05, atom 58 (C): -0.31, atom 59 (C): -0.08, atom 60 (C): -0.36, atom 61 (Te): 1.53, atom 62 (N): -0.22, atom 63 (C): -0.65, atom 64 (O): -0.16, atom 65 (C): -0.15, atom 66 (C): -0.03, atom 67 (C): -0.11, atom 68 (C): -0.13, atom 69 (C): -0.10, atom 70 (C): -0.06, atom 71 (C): -0.43, atom 72 (C): -0.14, atom 73 (C): -0.11, atom 74 (C): -0.11, atom 75 (C): -0.08, atom 76 (C): -0.31, atom 77 (C): -0.08, atom 78 (C): -0.31, atom 79 (C): -0.09, atom 80 (C): -0.05, atom 81 (H): 0.06, atom 82 (H): 0.07, atom 83 (H): 0.07, atom 84 (H): 0.10, atom 85 (H): 0.07, atom 86 (H): 0.03, atom 87 (H): 0.08, atom 88 (H): 0.11, atom 89 (H): 0.09, atom 90 (H): 0.08, atom 91 (H): 0.09, atom 92 (H): 0.06, atom 93 (H): 0.07, atom 94 (H): 0.10, atom 95 (H): 0.08, atom 96 (H): 0.10, atom 97 (H): 0.08, atom 98 (H): 0.08, atom 99 (H): 0.03

DFT (wB97M-V/def2-TZVPD) results for a cluster of 8 separate species, C18H48F2N8O13S2 in total at a distorted geometry.

Output
- 2S+1 = 2
- frontier orbital gap (spin up / spin down) (eV) = 8.2 / 6.6
- <S²> = 0.76
- total charge = +5

Positions of all 91 atoms, in Å:
C (0.147500, -8.512416, -1.171190)
C (-0.608760, -7.286386, -0.728650)
O (-1.617380, -6.849506, -1.291370)
N (0.000060, -6.479186, 0.465630)
H (-0.556380, -6.634076, 1.294170)
H (0.835650, -6.958896, 0.768570)
C (0.271050, -4.983326, 0.220410)
H (0.453290, -9.028586, -0.261160)
H (1.051360, -8.377946, -1.765380)
H (-0.557180, -9.156026, -1.697780)
H (-0.654370, -4.407406, 0.215560)
H (0.689400, -4.893576, -0.782110)
H (1.073390, -4.732696, 0.914340)
C (4.551390, 2.765554, 0.471560)
C (4.620600, 2.395834, -0.956850)
O (5.522570, 2.576924, -1.751960)
N (3.473300, 1.499084, -1.431010)
H (2.857940, 1.259434, -0.666800)
H (2.891170, 1.962154, -2.114240)
C (3.979170, 0.241284, -2.197420)
H (4.633600, 1.834054, 1.031610)
H (3.586800, 3.181414, 0.762630)
H (5.297450, 3.497674, 0.780590)
H (4.536570, -0.322896, -1.449690)
H (4.586670, 0.538104, -3.052370)
H (3.199710, -0.357906, -2.668070)
C (0.090750, 4.658944, 1.806210)
C (0.064030, 3.777794, 0.556110)
O (1.079860, 3.526934, -0.048320)
N (-1.209110, 2.902074, 0.284870)
H (-0.976000, 1.919634, 0.260930)
H (-1.747420, 2.876584, 1.139070)
C (-1.930100, 3.349434, -0.982650)
H (-0.584860, 5.504154, 1.674760)
H (1.079360, 5.100804, 1.930650)
H (-0.034500, 4.054944, 2.704880)
H (-2.432090, 4.283724, -0.731250)
H (-2.680620, 2.559884, -1.020350)
H (-1.323890, 3.483324, -1.878580)
C (-3.124430, 1.459864, -7.576270)
C (-1.718390, 1.087064, -7.223320)
O (-1.112660, 0.136234, -7.667500)
N (-1.063690, 1.923914, -6.079810)
H (-0.229870, 2.420484, -6.359570)
H (-1.595020, 2.760724, -5.886090)
C (-0.719470, 1.209224, -4.736820)
H (-3.166210, 2.397494, -8.130540)
H (-3.679970, 1.740364, -6.681390)
H (-3.635180, 0.704784, -8.173830)
H (-0.373960, 1.917134, -3.983430)
H (0.153750, 0.565054, -4.839940)
H (-1.593410, 0.679054, -4.358340)
C (3.019420, 0.087894, 4.255330)
C (2.523470, 1.354954, 4.875070)
O (2.671080, 2.375764, 4.288580)
N (1.725000, 1.287084, 6.156770)
H (1.323680, 2.187104, 6.378150)
H (0.937370, 0.668464, 6.026210)
C (2.558760, 0.896024, 7.373870)
H (3.470080, 0.385184, 3.308430)
H (2.065650, -0.395806, 4.044500)
H (3.768220, -0.456426, 4.830760)
H (3.295680, 0.133444, 7.121810)
H (1.973740, 0.357484, 8.119420)
H (2.971090, 1.778434, 7.863200)
C (-1.951600, -1.611946, 3.311820)
C (-3.041760, -0.634346, 3.186180)
O (-3.939400, -0.401276, 3.942540)
N (-2.956150, 0.299264, 1.975890)
H (-2.845810, 1.269604, 2.233490)
H (-2.096750, 0.143884, 1.468550)
C (-4.074860, -0.024486, 0.955730)
H (-2.374680, -2.570546, 3.612140)
H (-1.212990, -1.276306, 4.039760)
H (-1.603730, -1.713476, 2.283820)
H (-3.639450, 0.347044, 0.028110)
H (-5.018910, 0.512114, 1.050220)
H (-4.244010, -1.101276, 0.951760)
N (-0.683550, 0.216994, 0.219990)
S (-0.228870, -0.754366, -0.872330)
O (-0.471320, -2.173016, -0.683440)
O (0.873810, -0.285716, -1.760440)
F (-1.462890, -0.461646, -1.850190)
S (0.772490, -0.195526, 1.077670)
O (2.019450, 0.458684, 0.648720)
O (0.852690, -1.516126, 1.653180)
F (0.482200, 0.645944, 2.404040)
N (-4.251560, 0.098454, -2.843100)
O (-4.277210, 0.145284, -4.059140)
O (-4.320990, -0.974406, -2.341330)
O (-4.408850, 1.127244, -2.214210)

Atomic forces in eV per Å
-0.4 -0.2 1.3
-3.1 1.1 -3.7
3.7 -0.9 2.9
-0.1 0.2 -0.4
-1.0 0.3 0.3
0.9 -0.1 -0.4
0.3 -1.2 -0.6
0.2 -0.3 0.0
-0.1 0.5 -0.1
0.1 0.2 -0.1
0.2 -0.3 0.5
0.0 -0.2 0.0
-0.5 0.4 0.2
-0.5 0.3 0.5
3.1 0.4 -2.4
-2.7 -0.3 2.1
0.4 -1.0 -1.7
-0.2 -0.4 0.3
-0.1 0.8 -0.1
0.4 0.2 0.4
0.3 -0.1 0.2
-0.2 0.0 -0.3
0.2 -0.4 -0.3
0.1 -0.1 -0.4
0.4 0.4 0.6
-0.5 0.3 0.8
-0.2 0.2 -1.0
3.3 -0.8 1.2
-2.6 0.0 0.0
1.6 2.1 -0.2
1.1 -0.8 -1.1
-0.9 1.3 0.0
-1.4 -0.3 1.6
-0.4 -0.2 0.5
0.1 -0.2 -0.5
-0.7 0.0 0.0
0.0 0.0 -0.2
-0.2 0.3 -1.1
0.4 -0.4 0.5
0.1 1.0 0.4
0.4 -3.6 -2.0
-0.9 3.0 1.8
0.7 0.3 1.7
1.0 -0.6 -0.9
-1.2 0.0 0.3
0.1 0.1 -0.5
0.3 0.1 -0.4
-0.2 -0.4 0.2
0.3 -0.1 0.2
-0.4 0.6 -0.3
-0.5 -0.3 -0.7
0.1 0.0 -0.4
-0.4 0.3 0.4
1.3 0.4 -1.5
-0.9 0.8 1.1
0.8 0.0 0.7
-0.1 0.8 -0.2
-0.2 -0.6 0.1
0.1 -1.0 0.8
-0.1 0.0 0.2
0.4 -1.1 0.0
-0.5 -0.3 0.1
0.3 0.5 -0.4
-0.6 0.4 -0.2
0.1 0.0 -0.5
-0.5 -0.5 -1.2
-2.1 1.4 2.9
1.2 -0.4 -1.3
-0.7 -0.7 -0.7
-1.1 0.4 0.7
0.5 -0.7 -0.4
0.6 0.9 -0.5
0.0 0.1 0.3
0.1 0.0 -0.2
0.9 -0.4 0.3
-0.2 -0.5 -0.2
0.2 0.0 0.9
0.2 0.1 0.0
3.3 -0.1 3.7
-1.6 -4.0 -10.6
1.3 2.0 0.8
-1.9 -1.0 3.0
-0.3 0.7 0.2
3.7 1.4 4.6
-2.9 -1.3 0.4
-0.4 1.3 -1.6
-1.0 0.7 -0.3
-2.5 1.0 0.6
0.8 0.2 -2.0
0.7 -2.2 1.0
0.9 0.9 0.4

Löwdin analysis output, partial charges in e: atom 1 (C): 0.04, atom 2 (C): -0.31, atom 3 (O): 0.16, atom 4 (N): 0.10, atom 5 (H): 0.18, atom 6 (H): 0.16, atom 7 (C): 0.03, atom 8 (H): 0.10, atom 9 (H): 0.12, atom 10 (H): 0.12, atom 11 (H): 0.08, atom 12 (H): 0.11, atom 13 (H): 0.10, atom 14 (C): 0.04, atom 15 (C): -0.35, atom 16 (O): 0.20, atom 17 (N): 0.10, atom 18 (H): 0.06, atom 19 (H): 0.16, atom 20 (C): 0.05, atom 21 (H): 0.10, atom 22 (H): 0.08, atom 23 (H): 0.12, atom 24 (H): 0.11, atom 25 (H): 0.11, atom 26 (H): 0.08, atom 27 (C): 0.05, atom 28 (C): -0.31, atom 29 (O): 0.14, atom 30 (N): 0.08, atom 31 (H): 0.05, atom 32 (H): 0.15, atom 33 (C): 0.07, atom 34 (H): 0.11, atom 35 (H): 0.11, atom 36 (H): 0.10, atom 37 (H): 0.12, atom 38 (H): 0.08, atom 39 (H): 0.11, atom 40 (C): 0.04, atom 41 (C): -0.33, atom 42 (O): 0.20, atom 43 (N): 0.11, atom 44 (H): 0.18, atom 45 (H): 0.16, atom 46 (C): 0.04, atom 47 (H): 0.12, atom 48 (H): 0.09, atom 49 (H): 0.12, atom 50 (H): 0.08, atom 51 (H): 0.11, atom 52 (H): 0.08, atom 53 (C): 0.04, atom 54 (C): -0.41, atom 55 (O): 0.18, atom 56 (N): 0.12, atom 57 (H): 0.18, atom 58 (H): 0.17, atom 59 (C): 0.06, atom 60 (H): 0.10, atom 61 (H): 0.08, atom 62 (H): 0.12, atom 63 (H): 0.11, atom 64 (H): 0.12, atom 65 (H): 0.13, atom 66 (C): 0.05, atom 67 (C): -0.39, atom 68 (O): 0.23, atom 69 (N): 0.08, atom 70 (H): 0.16, atom 71 (H): 0.05, atom 72 (C): 0.07, atom 73 (H): 0.13, atom 74 (H): 0.11, atom 75 (H): 0.07, atom 76 (H): 0.05, atom 77 (H): 0.13, atom 78 (H): 0.13, atom 79 (N): -0.27, atom 80 (S): 0.47, atom 81 (O): -0.23, atom 82 (O): -0.27, atom 83 (F): -0.19, atom 84 (S): 0.60, atom 85 (O): -0.27, atom 86 (O): -0.22, atom 87 (F): -0.19, atom 88 (N): -0.62, atom 89 (O): 0.26, atom 90 (O): 0.24, atom 91 (O): 0.15